{
  "formula": "C24H19B2Br30F22O7S",
  "method": "ωB97M-V with the def2-TZVPD basis set",
  "spin_multiplicity": 1,
  "gap_ev": 5.8149,
  "largest_force_ha_per_bohr": 0.23380,
  "homo_ha": -0.197,
  "total_charge": -1,
  "total_energy_ha": -81317.4367,
  "de_lowest_ev": 17.317,
  "symbols": ["O", "S", "O", "B", "O", "C", "C", "C", "C", "F", "F", "C", "F", "F", "C", "F", "F", "C", "F", "F", "C", "F", "F", "C", "F", "F", "F", "C", "O", "B", "O", "O", "O", "C", "F", "F", "C", "F", "F", "C", "F", "F", "C", "F", "F", "F", "H", "H", "H", "H", "H", "H", "H", "H", "H", "C", "Br", "Br", "Br", "H", "C", "Br", "Br", "Br", "H", "C", "Br", "Br", "Br", "H", "C", "Br", "Br", "Br", "H", "C", "Br", "Br", "Br", "H", "C", "Br", "Br", "Br", "H", "C", "Br", "Br", "Br", "H", "C", "Br", "Br", "Br", "H", "C", "Br", "Br", "Br", "H", "C", "Br", "Br", "Br", "H"],
  "coordinates": [[3.529, 1.629, 1.957], [3.031, 0.976, 0.620], [4.298, 0.464, -0.114], [2.203, 2.375, -0.382], [1.236, 3.262, 0.350], [-0.158, 2.785, 0.099], [-1.415, 3.743, 0.541], [-2.267, 3.025, 1.753], [-3.896, 3.310, 1.689], [-4.406, 3.145, 3.069], [-4.026, 4.759, 1.279], [-4.689, 2.448, 0.543], [-3.729, 1.381, 0.073], [-4.895, 3.345, -0.618], [-6.073, 1.712, 1.082], [-6.993, 2.709, 1.746], [-5.598, 0.657, 2.055], [-6.972, 1.035, -0.129], [-7.533, 2.114, -1.025], [-6.158, 0.166, -1.050], [-8.262, 0.166, 0.388], [-8.490, 0.183, 1.851], [-9.505, 0.765, -0.228], [-8.261, -1.415, -0.077], [-7.104, -2.202, 0.412], [-9.476, -2.026, 0.581], [-8.511, -1.527, -1.542], [0.016, 2.493, -1.522], [-1.148, 1.631, -1.792], [-1.470, 1.617, -3.234], [-2.078, 0.368, -3.788], [-1.264, 2.799, -4.140], [1.377, 1.934, -1.561], [1.795, -0.360, 1.079], [1.080, 0.145, 2.310], [0.712, -0.516, 0.047], [2.477, -1.795, 1.520], [3.688, -1.502, 2.374], [1.497, -2.463, 2.454], [2.917, -2.751, 0.257], [4.338, -3.177, 0.534], [2.964, -2.048, -1.058], [1.992, -4.092, 0.062], [2.369, -5.045, 1.132], [2.349, -4.669, -1.287], [0.532, -3.846, 0.031], [3.148, 2.923, -0.875], [-0.165, 1.788, 0.744], [-0.928, 4.734, 0.995], [-2.084, 4.116, -0.358], [-2.009, 1.875, 1.903], [-1.898, 3.550, 2.760], [0.044, 3.588, -1.949], [-1.416, 0.013, -4.459], [-2.092, 3.362, -3.989], [6.718, -5.554, -0.339], [5.806, -7.258, -0.120], [8.311, -5.437, 0.771], [7.109, -5.178, -2.208], [6.030, -4.776, 0.006], [2.194, 3.275, -4.786], [2.475, 5.157, -5.191], [3.639, 2.164, -5.465], [1.886, 2.982, -2.888], [1.282, 2.968, -5.309], [-7.954, 2.430, -4.648], [-8.541, 0.583, -4.815], [-6.023, 2.561, -4.454], [-8.611, 3.533, -6.110], [-8.396, 2.824, -3.727], [4.630, 3.268, 4.959], [3.411, 3.752, 6.396], [5.351, 4.836, 4.062], [6.038, 2.074, 5.575], [4.045, 2.715, 4.217], [9.110, -9.704, 0.821], [10.741, -8.899, 0.134], [8.470, -11.138, -0.328], [9.313, -10.290, 2.665], [8.341, -8.924, 0.817], [-10.315, 0.991, -8.646], [-8.451, 1.028, -9.201], [-11.499, 1.659, -10.037], [-10.851, -0.773, -8.026], [-10.408, 1.671, -7.793], [13.734, -6.544, 1.069], [14.075, -6.377, -0.839], [15.377, -6.802, 2.078], [12.692, -5.049, 1.752], [13.128, -7.445, 1.208], [0.086, 5.540, 7.156], [-1.638, 5.388, 6.267], [0.478, 7.376, 7.666], [0.232, 4.322, 8.666], [0.848, 5.240, 6.429], [13.469, -4.624, 5.730], [15.413, -4.591, 5.790], [12.749, -6.268, 6.482], [12.692, -3.047, 6.562], [13.182, -4.603, 4.674], [-12.648, 2.302, -1.925], [-13.235, 0.455, -2.092], [-10.717, 2.433, -1.730], [-13.305, 3.405, -3.387], [-13.090, 2.696, -1.004]],
  "lowdin_charge": [-0.3794, 0.9122, -0.3557, -0.7547, -0.0600, -0.1676, -0.0769, -0.0696, -0.1843, -0.0003, -0.0228, -0.0930, 0.0232, 0.0272, -0.0603, 0.0365, 0.0363, -0.0599, -0.0152, 0.0363, -0.0818, 0.0500, -0.1517, -0.1361, 0.0603, 0.0211, 0.0397, -0.3324, 0.0847, -0.4744, 0.0524, 0.0347, -0.4755, -0.2306, -0.0207, 0.0057, -0.0888, 0.0265, 0.0150, -0.0755, 0.0149, 0.0481, -0.1444, 0.0468, 0.0251, 0.0595, 0.0801, 0.1475, 0.1449, 0.1327, 0.1438, 0.1423, 0.1385, 0.1206, 0.1255, -1.5855, 0.5625, 0.5499, 0.5701, -0.0513, -1.5177, 0.4633, 0.5025, 1.1034, -0.0398, -1.5910, 0.5556, 0.5832, 0.5671, -0.0683, -1.5860, 0.5580, 0.5586, 0.5513, -0.0462, -1.5991, 0.5565, 0.5534, 0.5555, -0.0738, -1.6165, 0.5378, 0.5475, 0.5388, -0.0665, -1.6035, 0.5573, 0.5556, 0.5750, -0.0739, -1.6178, 0.5486, 0.5479, 0.5345, -0.0756, -1.6107, 0.5345, 0.5445, 0.5563, -0.0859, -1.5753, 0.5644, 0.6990, 0.5528, -0.0219]
}